1.
Computed, not measured: a single C23H27N5O5 molecule at a distorted geometry, with ωB97M-V/def2-TZVPD.

Total energy ... -1542.6452 Ha
Frontier orbital gap ... 9.34 eV
Structure (SMILES) ... CCOC(=O)CN(C(=O)Cn1nnc2ccccc21)[C@@H](C(=O)NCCOC)c1ccccc1
ΔE to the lowest compared entry with this formula, charge and spin ... 4.81 kcal per mole
HOMO energy ... -8.93 eV

XYZ file:
```
60
Properties=species:S:1:pos:R:3:forces:R:3:nbo_charge:R:1
C -4.2016 -3.7234 -1.1469 0.244 0.296 -0.116 -0.64
C -3.9432 -2.3615 -1.7728 -0.505 -0.121 0.264 -0.07
H -4.3420 -1.5611 -1.1424 0.057 -0.057 -0.161 0.20
H -4.3767 -2.2937 -2.7716 0.064 0.046 0.126 0.20
O -2.5436 -2.1280 -1.9707 0.130 -0.177 -0.315 -0.49
C -1.8393 -1.7270 -0.9332 0.376 0.074 -0.082 0.81
O -2.2544 -1.5787 0.1896 -0.056 -0.053 0.094 -0.64
C -0.3848 -1.4501 -1.3186 -0.321 -0.234 0.062 -0.34
N 0.0556 -0.2187 -0.6991 -0.009 0.103 -0.452 -0.43
C 0.3784 -0.1200 0.6104 0.216 -0.404 0.332 0.71
O 0.4677 0.9429 1.1963 -0.006 -0.025 0.327 -0.62
C 0.7841 -1.4183 1.3191 -0.343 0.231 0.161 -0.32
N 1.9811 -1.9294 0.7204 0.771 0.107 0.009 -0.20
C 3.2138 -1.3524 0.6853 0.502 -0.595 -0.529 0.15
C 3.7519 -0.1904 1.2264 -0.008 0.161 0.137 -0.26
C 5.0739 0.0559 0.9386 -0.128 0.048 0.110 -0.18
C 5.8404 -0.8153 0.1475 0.195 -0.086 -0.127 -0.23
C 5.3150 -1.9637 -0.3935 -0.099 -0.036 0.002 -0.18
C 3.9730 -2.2348 -0.1227 -0.393 1.007 0.744 0.03
N 3.1469 -3.2451 -0.5141 0.313 -0.534 -0.439 -0.21
N 1.9949 -3.0472 -0.0213 -0.781 -0.478 0.142 -0.03
H 5.8978 -2.6331 -1.0045 0.099 -0.064 -0.075 0.23
H 6.8741 -0.5652 -0.0397 0.079 0.003 -0.022 0.22
H 5.5408 0.9473 1.3298 0.023 0.082 0.042 0.22
H 3.1555 0.4851 1.8186 -0.048 0.126 0.062 0.24
H 0.0024 -2.1760 1.2618 0.107 0.031 0.006 0.26
H 0.9702 -1.1644 2.3671 -0.068 -0.033 -0.186 0.24
C -0.3004 1.0104 -1.4205 -0.078 0.092 -0.034 -0.15
C 0.7586 2.0746 -1.2447 0.141 0.153 -0.161 -0.03
C 2.0976 1.6986 -1.2518 -0.048 0.047 -0.076 -0.21
C 3.0959 2.6450 -1.1213 0.030 -0.054 -0.045 -0.19
C 2.7697 3.9855 -1.0060 0.036 0.103 0.033 -0.22
C 1.4411 4.3702 -1.0341 0.046 0.088 -0.005 -0.22
C 0.4394 3.4221 -1.1547 -0.024 -0.102 -0.128 -0.16
H -0.5930 3.7347 -1.1818 -0.063 0.050 0.034 0.21
H 1.1790 5.4151 -0.9590 -0.022 0.091 0.005 0.21
H 3.5482 4.7264 -0.9019 0.062 0.071 0.009 0.21
H 4.1294 2.3312 -1.1134 0.089 -0.026 0.001 0.21
H 2.3644 0.6561 -1.3537 0.018 -0.104 0.029 0.21
C -1.7468 1.3888 -1.0351 0.518 0.211 -0.077 0.68
O -2.6709 1.1087 -1.7768 -0.299 -0.197 -0.268 -0.64
N -1.8796 2.0011 0.1483 -0.050 0.127 0.426 -0.63
H -1.0803 2.0212 0.7747 -0.001 -0.028 -0.232 0.44
C -3.1770 2.2125 0.7468 -0.246 -0.352 0.218 -0.24
C -3.5221 1.0712 1.7030 -0.180 0.116 -0.244 -0.08
O -2.6180 1.1137 2.7847 0.094 0.279 -0.171 -0.55
C -2.6268 -0.0598 3.5532 0.001 -0.070 0.028 -0.25
H -2.3975 -0.9351 2.9337 -0.008 -0.010 0.033 0.17
H -1.8603 0.0631 4.3157 -0.026 -0.085 0.055 0.19
H -3.6008 -0.2139 4.0353 0.039 -0.024 0.012 0.16
H -4.5579 1.1767 2.0627 0.072 0.011 -0.016 0.16
H -3.4301 0.1127 1.1748 -0.060 0.138 0.042 0.20
H -3.9154 2.2573 -0.0564 0.039 0.068 0.141 0.23
H -3.1571 3.1551 1.2972 -0.090 -0.008 -0.053 0.20
H -0.3352 0.7474 -2.4858 -0.114 0.011 0.262 0.24
H -0.3171 -1.3593 -2.4037 0.074 0.007 0.152 0.24
H 0.2341 -2.2996 -1.0087 -0.215 0.151 -0.110 0.27
H -3.7579 -4.5077 -1.7554 -0.012 -0.099 -0.048 0.21
H -3.7733 -3.7657 -0.1485 -0.014 -0.028 0.065 0.22
H -5.2722 -3.8920 -1.0767 -0.126 -0.046 0.007 0.22
```
Positions in Å, forces in eV/Å.


2.
Computed, not measured: a molecular structure, C23H27N6O8S2Ti at a distorted geometry, with ωB97M-V/def2-TZVPD.

Total energy ... -3469.1100 Ha
Frontier orbital gap (alpha / beta) ... 5.84 / 8.17 eV
Charge ... -1
Spin multiplicity ... 3
ΔE to the lowest compared entry with this formula, charge and spin ... 14.77 kcal per mole
<S²> ... 2.036
HOMO energy (alpha / beta) ... -3.32 / -5.66 eV

XYZ file:
```
67
Properties=species:S:1:pos:R:3:forces:R:3:nbo_charge:R:1
Ti 0.0925 0.2367 0.2865 -0.368 0.359 -0.577 1.58
O -0.2022 0.6294 2.0417 -0.601 -0.338 1.092 -0.50
N -0.8185 -0.2223 2.8634 0.045 0.010 0.020 0.01
N -1.0572 -1.3406 2.1719 -0.083 -0.019 0.136 0.04
O -0.5917 -1.4225 0.9056 -0.379 -0.644 0.700 -0.57
C -1.7887 -2.3843 2.7122 0.052 -0.021 -0.085 0.21
C -1.9882 -3.5462 1.9640 -0.021 -0.033 -0.017 -0.27
C -2.7172 -4.5911 2.5064 0.005 0.020 -0.002 -0.20
C -3.2512 -4.5013 3.7852 0.008 0.000 0.002 -0.26
C -3.0465 -3.3397 4.5212 -0.012 -0.005 -0.001 -0.20
C -2.3246 -2.2806 4.0017 0.029 0.019 0.008 -0.27
H -1.5736 -3.6060 0.9691 -0.007 -0.013 0.003 0.23
H -2.8710 -5.4884 1.9195 0.009 0.005 -0.010 0.20
H -3.8180 -5.3233 4.2028 0.000 0.009 -0.002 0.20
H -3.4603 -3.2562 5.5187 0.010 0.016 0.002 0.21
H -2.1636 -1.3754 4.5680 -0.014 -0.017 0.016 0.24
N 0.0622 -0.7972 -1.5958 0.364 -0.123 -0.380 -0.86
C 1.3776 -1.2191 -2.1245 -0.057 -0.017 0.105 -0.22
C 2.1681 -1.9820 -1.0686 -0.088 0.097 0.007 -0.53
C 2.7175 -1.1007 0.0475 -0.010 0.013 -0.041 0.81
O 3.8065 -1.3228 0.5245 0.030 0.078 0.062 -0.61
O 1.9316 -0.1204 0.4454 0.648 -0.277 -0.299 -0.73
H -0.5698 -1.5886 -1.5267 -0.082 0.066 0.061 0.40
H -0.3922 -0.1127 -2.2210 -0.103 -0.102 -0.118 0.45
H 1.9104 -0.3152 -2.4117 0.005 0.028 -0.026 0.24
H 1.2475 -1.8410 -3.0133 -0.013 -0.014 -0.023 0.18
H 3.0158 -2.4980 -1.5140 0.003 -0.034 -0.017 0.23
H 1.5241 -2.7324 -0.5972 0.020 -0.038 -0.016 0.23
S -2.4246 0.6695 -0.4128 0.023 -0.094 -0.056 -0.31
C -2.0976 1.7264 -1.7623 0.047 0.122 0.005 0.33
N -2.3920 3.0670 -1.5635 0.086 0.030 0.175 -0.61
C -1.9017 4.0357 -2.4477 -0.024 0.006 -0.024 -0.08
C -1.3738 3.6018 -3.6321 0.026 -0.053 -0.031 -0.29
C -1.2748 2.2346 -3.8647 -0.019 0.022 0.034 -0.08
N -1.5928 1.3052 -2.8803 0.062 -0.045 -0.048 -0.58
H -2.5258 3.3259 -0.5981 -0.068 -0.022 0.051 0.42
H -1.9872 5.0657 -2.1380 -0.035 -0.005 -0.021 0.20
H -1.0191 4.3148 -4.3647 -0.013 -0.006 0.012 0.21
H -0.8619 1.8346 -4.7791 0.003 0.010 0.001 0.18
C -4.5263 3.2919 1.8315 0.040 0.027 -0.030 -0.64
C -3.1868 3.9750 1.9216 -0.078 -0.049 -0.074 0.01
C -2.0822 3.2875 2.4154 0.023 -0.025 -0.043 -0.22
C -0.8460 3.9043 2.5145 -0.044 0.014 -0.008 -0.10
C -0.7102 5.2255 2.1074 0.005 -0.015 -0.022 -0.41
C -1.7913 5.9258 1.5855 0.035 -0.081 0.006 -0.18
C -3.0221 5.2938 1.4953 -0.002 0.016 -0.009 -0.24
S 0.8389 6.0469 2.3297 0.104 -0.044 0.097 2.33
O 0.5895 7.4628 2.3275 0.003 0.001 0.023 -0.96
O 1.4838 5.3948 3.4305 0.004 0.041 0.003 -0.94
N 1.7765 5.7922 1.0140 -0.083 -0.018 -0.277 -0.86
C 2.0624 4.4316 0.5355 -0.005 0.049 0.089 -0.22
C 1.2954 4.0927 -0.7454 -0.066 0.111 0.108 -0.52
C 1.1016 2.6027 -0.9143 0.000 0.005 -0.189 0.82
O 1.7050 1.9655 -1.7586 -0.053 0.006 -0.004 -0.64
O 0.2211 2.0938 -0.0872 0.592 0.989 -0.441 -0.75
H -4.6509 2.5799 2.6470 -0.009 0.014 0.006 0.22
H -4.6125 2.7227 0.9023 0.059 0.004 -0.006 0.24
H -5.3410 4.0161 1.8670 0.002 -0.006 0.004 0.21
H -2.1833 2.2551 2.7234 0.010 -0.022 -0.007 0.24
H -0.0049 3.3640 2.9250 0.013 -0.003 -0.002 0.24
H -1.6669 6.9604 1.2948 -0.018 0.004 0.001 0.23
H -3.8768 5.8408 1.1124 0.006 -0.008 0.001 0.21
H 1.5415 6.4529 0.2839 0.035 0.010 0.035 0.40
H 1.8235 3.7310 1.3358 -0.050 0.006 -0.009 0.23
H 3.1338 4.3533 0.3541 0.028 -0.050 0.051 0.21
H 1.8224 4.4700 -1.6208 -0.033 0.054 -0.016 0.22
H 0.3018 4.5453 -0.6996 0.005 -0.022 0.014 0.23
```
Positions in Å, forces in eV/Å.


3.
Computed, not measured: a single C23H27NO2 molecule, with ωB97M-V/def2-TZVPD.

Total energy ... -1097.8027 Ha
Frontier orbital gap ... 8.60 eV
Structure (SMILES) ... CC(C)(C)N(CC#CCC1(O)c2ccccc2-c2ccccc21)CCO
ΔE to the lowest compared entry with this formula, charge and spin ... 67.48 kcal per mole
HOMO energy ... -7.98 eV

XYZ file:
```
53
Properties=species:S:1:pos:R:3:forces:R:3:nbo_charge:R:1
C -1.7867 -1.0126 2.9661 0.173 -0.127 -0.215 -0.61
H -2.7952 -1.3373 2.7252 -0.158 0.005 -0.009 0.21
H -1.7127 0.0620 2.8213 -0.033 0.172 -0.012 0.21
H -1.6081 -1.2282 4.0170 0.016 -0.032 0.066 0.21
C -0.7378 -1.7412 2.1187 0.155 -0.070 0.384 0.15
N -0.8484 -1.3544 0.7134 0.007 0.003 -0.149 -0.47
C -2.1106 -0.9505 0.1442 -0.384 -0.319 -0.012 -0.25
H -1.8735 -0.4710 -0.8141 -0.135 0.092 0.078 0.21
H -2.5593 -0.1842 0.7759 -0.028 0.043 -0.086 0.21
C -3.1772 -2.0344 -0.1217 -0.019 0.532 0.257 -0.08
O -2.8504 -2.9214 -1.1675 0.187 -0.250 -0.367 -0.72
H -2.6173 -2.4018 -1.9455 -0.004 -0.031 0.024 0.47
H -4.1281 -1.5254 -0.3459 0.053 -0.030 0.111 0.16
H -3.3300 -2.6653 0.7551 -0.044 0.099 0.017 0.17
C -0.0220 -2.1077 -0.2220 -0.017 -0.197 0.298 -0.30
C 0.3441 -1.2508 -1.3372 0.108 0.074 -0.533 0.00
C 0.5902 -0.5083 -2.2458 -0.081 -0.525 0.126 -0.02
C 0.9144 0.4925 -3.2401 0.113 0.363 -0.079 -0.47
H 0.0711 0.6297 -3.9256 0.078 0.041 -0.034 0.22
H 1.7905 0.1919 -3.8196 -0.051 0.069 -0.058 0.24
C 1.2199 1.8415 -2.5298 -0.153 -0.363 0.036 0.22
C 2.3782 1.6561 -1.5739 -0.102 0.182 0.261 -0.04
C 3.6978 1.3988 -1.8667 -0.074 0.031 -0.009 -0.19
C 4.5872 1.2250 -0.8137 0.123 -0.044 -0.067 -0.21
C 4.1539 1.3010 0.5001 0.088 -0.018 0.090 -0.21
C 2.8259 1.5653 0.7973 -0.151 0.011 -0.051 -0.22
C 1.9363 1.7463 -0.2471 0.569 -0.095 -0.251 0.02
C 0.5158 2.0636 -0.2490 -0.540 0.196 -0.266 0.04
C -0.3699 2.2768 0.7917 0.133 -0.043 -0.072 -0.22
C -1.6841 2.5998 0.4912 -0.094 0.042 0.087 -0.20
C -2.1061 2.7103 -0.8232 -0.145 0.047 -0.075 -0.22
C -1.2217 2.4916 -1.8726 0.081 -0.027 -0.022 -0.21
C 0.0845 2.1696 -1.5787 0.100 0.125 0.351 -0.03
H -1.5659 2.5764 -2.8953 -0.040 -0.008 -0.102 0.20
H -3.1333 2.9679 -1.0366 -0.083 0.024 0.000 0.21
H -2.3896 2.7738 1.2912 -0.053 0.012 0.065 0.21
H -0.0454 2.1995 1.8184 0.032 -0.018 0.137 0.21
H 2.4978 1.6334 1.8238 -0.032 0.004 0.121 0.21
H 4.8622 1.1583 1.3036 0.054 -0.008 0.052 0.21
H 5.6285 1.0276 -1.0222 0.080 -0.014 -0.004 0.21
H 4.0367 1.3460 -2.8902 0.049 -0.013 -0.126 0.22
O 1.5062 2.8484 -3.4765 0.099 0.094 -0.137 -0.69
H 0.6897 3.0845 -3.9305 0.023 0.004 0.003 0.47
H -0.5265 -3.0103 -0.6017 0.201 0.083 0.110 0.22
H 0.8988 -2.4140 0.2765 -0.065 -0.069 0.019 0.22
C 0.6455 -1.2798 2.6152 -0.231 -0.130 -0.023 -0.61
H 0.7017 -1.3546 3.6982 0.060 -0.054 0.150 0.20
H 1.4496 -1.8800 2.1987 0.129 -0.065 -0.051 0.20
H 0.8059 -0.2475 2.3186 0.011 0.150 -0.005 0.21
C -0.8819 -3.2565 2.3580 -0.014 0.279 -0.076 -0.63
H -0.8207 -3.4672 3.4233 0.031 -0.071 0.121 0.21
H -1.8374 -3.6216 1.9913 -0.111 -0.068 -0.020 0.21
H -0.0922 -3.8116 1.8585 0.090 -0.088 -0.055 0.21
```
Positions in Å, forces in eV/Å.


4.
Computed, not measured: a molecular structure, C23H28AgF5N4O4STe, with ωB97M-V/def2-TZVPD.

Total energy ... -2725.8513 Ha
Frontier orbital gap ... 6.50 eV
Charge ... -2
HOMO energy ... -1.98 eV

XYZ file:
```
67
Properties=species:S:1:pos:R:3:forces:R:3:lowdin_charge:R:1
Ag 0.7074 0.2979 -0.4479 -0.269 -0.112 0.268 0.78
O 0.0865 -2.2026 0.7590 0.056 -0.175 -0.048 -0.25
C 0.1467 -2.1959 2.0529 -0.004 0.050 0.023 -0.33
C 1.0341 -2.9842 2.8182 0.003 -0.011 -0.012 -0.01
C 1.0112 -2.9527 4.1967 0.007 -0.001 0.001 -0.11
C 0.1179 -2.1379 4.8907 0.007 -0.003 -0.025 -0.14
C -0.7522 -1.3487 4.1566 0.003 0.009 0.011 -0.08
C -0.7613 -1.3625 2.7635 0.015 0.012 0.003 -0.08
C -1.7274 -0.5233 2.0412 -0.104 -0.049 -0.027 -0.28
N -1.5874 0.1162 0.9023 0.139 -0.020 0.006 0.10
C -2.7652 0.7755 0.6739 -0.008 0.025 -0.027 -0.14
C -3.6499 0.5297 1.6804 0.014 -0.002 0.013 -0.12
N -2.9773 -0.2986 2.5510 0.033 0.008 0.015 0.08
H 1.7400 -3.6105 2.2909 -0.011 0.006 -0.006 0.09
H 1.7151 -3.5699 4.7457 -0.006 0.001 0.005 0.09
H 0.1213 -2.0989 5.9729 -0.002 0.003 0.001 0.08
H -1.4191 -0.6684 4.6787 -0.009 0.000 -0.009 0.10
H -2.8938 1.3945 -0.2004 0.011 0.005 0.004 0.08
H -4.6608 0.8536 1.8555 -0.002 -0.003 -0.003 0.09
H -3.3415 -0.7341 3.3781 -0.010 -0.002 -0.016 0.14
C 1.3372 2.2309 -5.7712 -0.018 0.010 -0.017 -0.12
C 2.2130 1.4920 -4.7670 0.017 0.005 -0.008 -0.24
C 1.5439 1.3293 -3.4070 -0.008 -0.037 -0.043 -0.22
N 0.4113 0.4134 -3.4822 -0.143 -0.008 0.373 0.00
C -0.8621 0.7905 -3.4161 -0.040 -0.026 -0.131 -0.87
S -1.4551 2.3437 -3.2425 0.020 0.111 -0.125 0.58
N -1.7966 -0.2444 -3.4814 0.043 -0.090 0.213 0.10
C -1.7002 -1.5528 -3.9236 -0.075 -0.010 -0.017 -0.42
O -2.5635 -2.3533 -3.6302 0.030 0.058 -0.029 0.09
C -0.6098 -1.8992 -4.8874 -0.012 -0.032 0.028 -0.16
C 0.1570 -3.0283 -4.6464 0.021 0.054 -0.030 -0.01
C 1.1630 -3.3697 -5.5390 0.019 -0.055 0.015 -0.06
C 1.3732 -2.6110 -6.6812 -0.008 0.020 -0.014 -0.10
C 0.5846 -1.4935 -6.9314 0.000 0.004 0.013 -0.10
C -0.3990 -1.1303 -6.0257 -0.019 0.018 -0.037 -0.05
H 1.8334 2.3316 -6.7403 0.011 -0.015 0.006 0.06
H 1.0807 3.2275 -5.4067 0.011 -0.007 0.000 0.07
H 0.3976 1.6980 -5.9270 0.013 0.015 0.002 0.04
H 3.1563 2.0268 -4.6202 -0.011 0.026 0.001 0.10
H 2.4689 0.5005 -5.1532 0.003 -0.001 0.007 0.10
H 1.2050 2.2853 -3.0068 -0.017 -0.002 0.001 0.08
H 2.2449 0.9041 -2.6871 0.005 -0.015 -0.006 0.11
H 0.5856 -0.5287 -3.0919 0.117 -0.014 -0.164 0.08
H -2.6571 -0.0445 -2.9929 -0.021 0.019 -0.064 0.12
H 0.0086 -3.5906 -3.7372 0.008 -0.047 0.007 0.10
H 1.7960 -4.2201 -5.3203 -0.006 0.009 0.021 0.11
H 2.1639 -2.8792 -7.3723 0.001 -0.002 -0.001 0.09
H 0.7530 -0.8919 -7.8168 -0.002 0.002 -0.002 0.09
H -0.9953 -0.2400 -6.1899 -0.007 -0.008 -0.001 0.11
C 2.2274 3.7003 1.8764 -0.010 0.036 0.011 -0.11
C 2.0921 2.2537 1.3807 0.055 -0.022 0.014 -0.68
C 3.4806 1.6846 1.0577 0.009 -0.017 0.000 -0.10
O 1.2461 2.2189 0.3007 0.056 0.044 -0.139 -0.39
H 2.8470 3.7785 2.7784 0.004 -0.017 -0.009 0.05
H 1.2347 4.1014 2.0921 0.007 -0.001 0.007 0.06
H 2.6744 4.3128 1.0862 -0.008 -0.010 -0.002 0.06
H 1.7056 1.6610 2.2405 -0.030 -0.004 -0.012 0.11
H 3.9510 2.2953 0.2786 -0.018 -0.010 -0.006 0.06
H 3.3813 0.6635 0.6817 0.010 0.003 0.016 0.04
H 4.1374 1.6666 1.9365 -0.007 0.016 -0.003 0.06
F 0.0258 -4.2105 -0.5278 -0.031 -0.042 -0.034 -0.41
Te 1.4222 -2.9227 -0.7938 -0.121 0.714 -0.124 1.81
F 3.0367 -2.3938 -1.7198 0.050 -0.202 -0.022 -0.45
F 2.4180 -4.1967 0.1741 0.001 -0.026 0.036 -0.39
F 1.5930 -4.1641 -2.2660 -0.018 -0.029 -0.058 -0.44
F 2.3991 -1.7453 0.4165 -0.006 -0.021 -0.018 -0.43
O 0.4719 -1.6740 -1.7359 0.258 -0.138 0.168 -0.62
```
Positions in Å, forces in eV/Å.


Q: Look up the total energy of the third one.
A: -1097.8027 Ha


Q: Which value of total energy does entry 3 give?
A: -1097.8027 Ha


Q: The highest total energy belongs to which entry?
A: C23H27NO2